(1)
The following is a quantum chemistry calculation of an isolated ion of composition C6H10N and charge +1, from the OMol25 dataset.

Geometry as XYZ:
```
17
Properties=species:S:1:pos:R:3:forces:R:3:lowdin_charge:R:1
C -2.2567 -0.8151 0.7504 -1.39 -2.23 0.94 0.103
C -1.4606 0.0838 0.2515 -0.03 -0.63 -0.06 -0.318
C -1.1695 1.0405 -0.7626 0.13 -0.59 -1.17 -0.005
C -0.1565 0.7449 0.4105 2.11 -0.05 -0.48 -0.114
C 1.1901 0.0611 0.1849 -0.40 1.81 0.50 -0.153
C 1.1000 -1.0175 -0.7824 -0.23 -0.64 0.00 0.022
N 2.3257 0.5177 0.7270 -2.62 -0.78 -1.16 0.262
H -2.1062 -1.2815 1.7551 0.28 0.45 -1.03 0.096
H -3.1320 -1.2835 0.2088 0.92 1.23 0.53 0.107
H -1.0383 0.7633 -1.8446 0.14 0.44 1.29 0.145
H -1.6647 1.9625 -0.5158 -0.02 0.53 -0.61 0.124
H -0.0948 1.6083 0.9986 0.18 0.97 1.23 0.123
H 1.9811 -1.5104 -1.1393 0.60 -0.06 0.06 0.104
H 0.5349 -0.6042 -1.6075 0.16 0.17 -0.51 0.102
H 0.3789 -1.7344 -0.4089 0.01 -0.45 0.29 0.118
H 2.3655 1.3966 1.2089 -0.24 0.21 0.45 0.144
H 3.2034 0.0679 0.5654 0.39 -0.36 -0.27 0.141
```
Forces are in eV/Å.

Output
Structure (SMILES): C=C1C[C@@H]1C(C)=[NH2+]
2S+1: 1
Relative energy (zero: lowest compared OMol25 entry of this formula, charge and spin): 0.983 eV
Molecular weight: 96.15 g/mol
Total charge: +1
Highest occupied orbital energy: -0.513 Eh
Frontier orbital gap: 9.3742 eV

---

(2)
The following is a quantum chemistry calculation of an isolated ion of composition C6H10N and charge +1, from the OMol25 dataset.

Geometry as XYZ:
```
17
Properties=species:S:1:pos:R:3:forces:R:3:lowdin_charge:R:1
C -0.8584 0.6958 -1.1669 0.11 0.95 -2.27 0.023
N -0.0993 0.4772 0.0660 -0.93 -1.65 0.08 -0.360
C -1.0745 0.3863 1.1539 -0.53 3.47 1.12 0.009
C 0.7993 1.5352 0.1104 3.84 0.90 0.63 0.011
C 1.9732 1.1271 -0.0843 -1.72 2.43 0.59 0.104
C 2.3074 -0.2588 -0.2900 -0.14 -0.04 -0.49 -0.081
C 0.8233 -0.7593 0.1457 2.42 -0.56 0.78 -0.016
H -0.2071 0.2745 -1.9637 -1.23 -0.23 0.17 0.135
H -1.8653 0.3336 -0.9560 0.19 -0.33 -1.14 0.106
H -0.8965 1.8008 -1.4544 -0.09 -1.40 0.92 0.147
H -1.8906 -0.2512 0.8601 0.16 -0.85 0.62 0.112
H -0.5658 0.3767 2.1314 -0.42 -0.95 -0.43 0.132
H -1.5005 1.4242 1.1538 -0.10 -0.84 0.09 0.137
H 2.6051 -0.3484 -1.3605 -0.32 -0.70 0.79 0.138
H 3.0999 -0.5882 0.3844 -0.23 -0.44 -0.20 0.128
H 0.6252 -1.6935 -0.3557 -1.19 0.10 -0.53 0.135
H 0.8478 -0.9853 1.2317 0.16 0.16 -0.74 0.138
```
Forces are in eV/Å.

Output
Structure (SMILES): C[N+]1(C)C#CCC1
2S+1: 1
Relative energy (zero: lowest compared OMol25 entry of this formula, charge and spin): 5.603 eV
Molecular weight: 96.15 g/mol
Total charge: +1
Highest occupied orbital energy (alpha / beta): -0.534 / -0.550 Eh
Frontier orbital gap (alpha / beta): 8.3141 / 9.4342 eV

---

(3)
The following is a quantum chemistry calculation of C6H10N as an isolated structure, from the OMol25 dataset.

Geometry as XYZ:
```
17
Properties=species:S:1:pos:R:3:forces:R:3:lowdin_charge:R:1
C 1.0120 1.2437 0.7245 -0.47 0.16 -3.11 -0.044
C 0.2473 0.8189 1.8508 -1.44 3.76 3.20 0.025
C -0.1888 0.4076 -1.4058 1.61 0.51 -0.82 -0.078
C 0.5601 0.5924 -2.5288 -2.63 -1.62 3.88 0.076
C 0.4620 0.0129 -0.0726 -1.25 1.21 -2.81 -0.217
C -0.2326 -0.1378 1.1535 -2.71 -2.00 2.60 -0.291
N -0.6910 -1.3990 1.7494 -0.88 -0.40 -3.83 0.295
H 1.8084 0.8146 1.1436 5.21 -0.26 0.50 0.103
H 0.3080 1.2799 2.8377 -0.46 -0.63 -0.12 0.156
H 0.9778 2.1403 0.1523 0.43 0.95 0.32 0.144
H -1.2100 0.6350 -1.3567 -1.51 0.20 -0.16 0.087
H 0.1864 0.5188 -3.4826 -1.02 0.93 -2.07 0.047
H 1.4894 0.2148 -2.3732 3.24 -0.47 -0.12 0.036
H 0.9282 -0.9206 -0.2067 2.21 -0.76 -0.58 0.147
H -1.4027 -1.3349 2.4277 -1.29 0.10 0.94 0.166
H 0.0654 -1.9262 2.0652 1.71 -1.15 1.14 0.153
H -0.9827 -1.8676 0.8716 -0.74 -0.54 1.03 0.198
```
Forces are in eV/Å.

Output
2S+1: 1
Relative energy (zero: lowest compared OMol25 entry of this formula, charge and spin): 3.898 eV
Molecular weight: 96.15 g/mol
Total charge: +1
Highest occupied orbital energy: -0.490 Eh
Frontier orbital gap: 9.5341 eV

---

(4)
The following is a quantum chemistry calculation of an isolated ion of composition C6H10N and charge +1, from the OMol25 dataset.

Geometry as XYZ:
```
17
Properties=species:S:1:pos:R:3:forces:R:3:lowdin_charge:R:1
C -1.8640 -1.1530 1.4630 1.26 -1.59 -0.08 0.220
N -1.5033 -1.3861 0.2692 -1.00 -4.12 1.07 0.030
C -1.3957 -0.5081 -0.7844 3.48 3.18 -2.52 -0.156
C 0.0645 -0.5078 -1.4446 -0.30 -1.82 -0.51 -0.174
C 0.9858 0.2666 -0.6703 -0.47 -0.01 -0.64 -0.076
C 1.5877 1.0590 -0.0194 -0.18 1.43 1.20 -0.082
C 2.3855 2.0240 0.7478 -0.28 1.04 -0.77 -0.084
H -1.9530 -1.9052 2.2555 -0.07 0.13 -0.65 0.147
H -1.8226 -0.1566 1.6478 -0.75 2.97 1.24 0.092
H -1.4008 -2.4042 0.0234 -0.06 1.20 0.06 0.217
H -1.8380 -0.8492 -1.6926 -1.87 -0.05 0.09 0.131
H -1.3789 0.5840 -0.5293 -1.44 -1.15 0.10 0.165
H -0.1073 -0.1993 -2.5232 0.56 -0.09 1.36 0.149
H 0.4073 -1.5678 -1.4538 -0.15 0.48 -0.38 0.124
H 1.8844 2.7923 1.4667 0.46 -1.57 -1.63 0.121
H 2.9538 2.5517 -0.0831 -0.22 -0.31 1.53 0.110
H 2.9946 1.3597 1.3272 1.02 0.26 0.52 0.065
```
Forces are in eV/Å.

Output
Structure (SMILES): C=[NH+]CCC#CC
2S+1: 1
Relative energy (zero: lowest compared OMol25 entry of this formula, charge and spin): 2.446 eV
Molecular weight: 96.15 g/mol
Total charge: +1
Highest occupied orbital energy: -0.487 Eh
Frontier orbital gap: 8.0355 eV